This record from the OMol25 dataset describes a structure of composition C34H41N3O4Pd in a non-equilibrium geometry. The level of theory is ωB97M-V/def2-TZVPD.

ORCA input file:
```
! wB97M-V def2-TZVPD RIJCOSX def2/J DEFGRID3
* xyz 2 5
Pd -0.29990 0.09787 0.61474
C -0.21420 -2.87683 -1.00026
N -1.26190 -1.84723 -0.93006
C -1.69660 -1.46463 -2.26826
C -2.33420 -2.26033 -0.08046
C -3.54890 -2.74323 -0.54086
C -4.49930 -3.21973 0.35324
C -4.25310 -3.19683 1.72254
C -3.05870 -2.71043 2.20654
C -2.06980 -2.23603 1.31844
N -0.89780 -1.67403 1.71734
C -0.16420 -2.06683 2.78124
C -0.28690 -3.33383 3.39574
C 0.53580 -3.68793 4.43854
C 1.48750 -2.79553 4.91564
C 1.65380 -1.55993 4.30444
C 0.87170 -1.20443 3.22184
N 1.08770 0.02407 2.49144
C 0.85760 1.20557 3.32244
C 2.42510 0.04187 1.89394
H -0.61000 -3.81343 -1.40796
H 0.58150 -2.54013 -1.66066
H 0.19670 -3.08343 -0.01316
H -2.00900 -2.32033 -2.87366
H -2.52960 -0.76963 -2.18676
H -0.87430 -0.97803 -2.79156
H -3.77360 -2.78053 -1.59436
H -5.43120 -3.61613 -0.02206
H -5.00660 -3.55403 2.40924
H -2.88970 -2.64393 3.27034
H -1.00830 -4.03683 3.01204
H 0.44520 -4.66823 4.87874
H 2.11920 -3.07323 5.74214
H 2.41430 -0.88763 4.67254
H 1.49170 1.19407 4.21404
H 1.09180 2.10597 2.75464
H -0.18480 1.23107 3.63694
H 3.20240 0.13447 2.66054
H 2.59800 -0.88723 1.34454
H 2.50870 0.89737 1.21754
O 1.58110 0.35887 -1.12146
C 1.72880 1.04817 -2.33576
C -0.83280 2.11947 -2.09126
O -0.65040 2.98797 -2.80496
O -1.08630 1.26497 -1.35616
C 1.45650 0.30037 -3.54496
C 1.81230 -1.06583 -3.58676
C 1.60250 -1.82973 -4.71496
C 1.02180 -1.27373 -5.84546
C 0.66980 0.06787 -5.82766
C 0.88640 0.84597 -4.70816
C 2.49550 2.25607 -2.26316
C 3.48760 2.37997 -1.26686
C 4.34600 3.45857 -1.24516
C 4.21960 4.48407 -2.17476
C 3.21760 4.40237 -3.13246
C 2.38360 3.30587 -3.19336
H 1.56620 -0.58913 -1.32936
H 2.36090 -1.51423 -2.76546
H 1.91930 -2.86023 -4.72776
H 0.87290 -1.86693 -6.73386
H 0.22150 0.51597 -6.70026
H 0.57940 1.87707 -4.73646
H 3.63730 1.57527 -0.56356
H 5.13600 3.49587 -0.51106
H 4.89790 5.32337 -2.15986
H 3.08210 5.19997 -3.84526
H 1.62270 3.27337 -3.95076
C -0.38000 3.54107 0.89634
C -1.81420 3.05947 1.05654
O -1.80070 1.75647 1.63654
C -3.08730 1.28117 2.05324
C -2.96510 0.61527 3.41464
H -0.33870 4.36857 0.19354
H 0.25020 2.72577 0.51244
H 0.00350 3.88097 1.85554
H -2.33670 3.03417 0.08974
H -2.36180 3.73597 1.72324
H -3.47270 0.56877 1.30834
H -3.77460 2.12967 2.11624
H -2.22500 -0.18073 3.37714
H -3.92690 0.19857 3.69454
H -2.67220 1.34157 4.16794
*
```

Values from the calculation:
lowest unoccupied orbital energy (alpha / beta)	-4.612 / -8.115	eV
HOMO energy (alpha / beta)	-0.433 / -0.502	hartree
energy	-1912.67557	a.u.
HOMO-LUMO gap (alpha / beta)	0.2633 / 0.2038	hartree
expectation value of S²	6.08

Mulliken population analysis, charges in e, atoms 1 to 4: Pd 0.52; C -0.89; N 1.59; C -1.35

This record from the OMol25 dataset describes a structure of composition C34H41N5P2PbSSbSe2. The level of theory is ωB97M-V/def2-TZVPD.

ORCA input file:
```
! wB97M-V def2-TZVPD RIJCOSX def2/J DEFGRID3
* xyz 3 1
Pb 1.10633 2.67897 -0.76245
Se 4.29509 -3.03588 -0.11931
P 2.17096 -3.90527 -0.24231
C 1.70152 -4.79181 1.19426
C 1.85434 -6.18567 1.20921
C 1.62165 -6.87279 2.38658
C 1.25565 -6.17704 3.53393
C 1.11713 -4.79340 3.51748
C 1.34329 -4.08849 2.34981
C 1.77631 -4.67530 -1.77581
C 0.69082 -5.55721 -1.83551
C 0.33781 -6.10413 -3.05796
C 1.06236 -5.78161 -4.19823
C 2.13680 -4.89910 -4.13565
C 2.49967 -4.33717 -2.92603
C 1.79305 -2.14677 -0.17833
C 0.96761 -1.04757 -0.26769
N 1.77010 0.04539 -0.19289
N 3.03269 -0.30716 -0.09100
N 3.02932 -1.61751 -0.08669
P -0.82208 -0.87899 -0.44964
Se -1.32587 1.19412 -0.80891
C -1.51419 -1.55222 1.05814
C -1.68770 -0.70426 2.15187
C -2.16093 -1.21928 3.34891
C -2.47605 -2.56851 3.44969
C -2.29746 -3.41356 2.36232
C -1.80667 -2.91365 1.16618
C -1.28031 -1.88786 -1.85179
C -2.55272 -2.45191 -1.94344
C -2.91083 -3.14458 -3.09045
C -2.00975 -3.26882 -4.13875
C -0.74706 -2.69309 -4.05429
C -0.38000 -1.99712 -2.91550
H 2.16207 -6.72333 0.32133
H 1.73535 -7.94761 2.41404
H 1.08522 -6.72013 4.45414
H 0.83595 -4.26496 4.41810
H 1.23624 -3.01043 2.33619
H 0.12741 -5.80784 -0.94671
H -0.49523 -6.79090 -3.11828
H 0.79459 -6.23090 -5.14554
H 2.69888 -4.66265 -5.02870
H 3.34742 -3.66569 -2.87359
H -1.46271 0.35168 2.06181
H -2.29985 -0.56503 4.19884
H -2.87367 -2.96112 4.37628
H -2.54891 -4.46273 2.44325
H -1.67197 -3.57927 0.32266
H -3.27134 -2.33561 -1.14252
H -3.89844 -3.57833 -3.16766
H -2.29910 -3.80239 -5.03443
H -0.05537 -2.77519 -4.88203
H 0.59783 -1.53193 -2.86114
C -2.79682 5.50157 2.28721
C -1.78575 5.03768 3.32148
N -0.89860 3.99489 2.78795
C 0.38733 4.07648 2.46414
S 1.17156 2.61016 1.91473
N 1.06301 5.20180 2.60307
C 2.51178 5.37244 2.40877
C 2.86394 5.85370 1.01395
H -3.43799 6.27289 2.71121
H -3.43312 4.67491 1.96929
H -2.29947 5.91423 1.40857
H -2.29057 4.61342 4.18888
H -1.19276 5.86956 3.69516
H -1.31598 3.09344 2.61371
H 0.56667 6.00517 2.95773
H 2.99128 4.42266 2.63336
H 2.83805 6.09302 3.15686
H 2.67919 5.07588 0.26690
H 3.92090 6.11185 0.96737
H 2.28987 6.74108 0.74671
C -0.28139 7.28785 -0.75333
Sb -0.45469 5.30856 -1.51415
C 0.63804 5.57503 -3.32099
C -2.44011 5.39805 -2.26111
H -0.80998 7.93280 -1.45415
H 0.76513 7.58084 -0.71563
H -0.72840 7.38569 0.23215
H 0.24071 6.44806 -3.83615
H 0.52933 4.70281 -3.96380
H 1.69333 5.73593 -3.10622
H -2.47925 6.21729 -2.97687
H -3.13424 5.58844 -1.44540
H -2.70628 4.46546 -2.75320
*
```

Values from the calculation:
lowest unoccupied orbital energy	-8.573	eV
HOMO energy	-0.566	hartree
energy	-7909.98258	a.u.
HOMO-LUMO gap	0.2511	hartree

natural (NBO) population analysis, charges in e, atoms 1 to 4: Pb 0.95; Se 0.48; P 1.40; C -0.42